Below is C6H11NO in the gas phase in a non-equilibrium geometry, with properties calculated with the ωB97M-V functional and the def2-TZVPD basis.

XYZ file:
```
19
Properties=species:S:1:pos:R:3:forces:R:3:nbo_charge:R:1
C 0.7406 -1.9616 0.0831 0.11 0.02 1.98 -0.413
N -0.1033 -0.9109 -0.4496 0.43 0.23 -0.52 -0.443
C 0.6934 0.1471 -1.0863 -0.38 1.47 -0.07 -0.219
C 1.1497 1.0952 0.0690 -0.05 -2.29 -0.12 -0.428
C -0.1266 1.1742 0.8643 -0.74 2.10 1.23 -0.451
C -0.9159 -0.0825 0.4810 -0.45 -0.62 -0.29 -0.179
C -2.1117 0.3514 -0.3595 -1.12 0.52 0.10 0.438
O -2.8444 1.2662 -0.0749 0.24 -0.06 0.31 -0.529
H 1.4945 -2.3244 -0.6020 0.15 0.44 -0.45 0.210
H 0.2399 -2.8827 0.4026 -0.61 0.38 -0.19 0.204
H 1.2296 -1.5913 1.0103 0.29 -0.40 -0.35 0.162
H -0.0142 0.7349 -1.6967 0.28 -0.18 -0.20 0.181
H 1.5489 -0.1145 -1.7112 -0.32 -0.67 0.06 0.213
H 1.6050 1.9972 -0.3251 0.13 0.08 0.45 0.226
H 1.7980 0.3932 0.6289 0.58 1.14 -0.11 0.196
H -0.6815 2.1234 0.7276 -0.15 -0.59 -1.18 0.236
H -0.1040 1.3594 1.9462 0.99 -1.02 0.12 0.224
H -1.2683 -0.6054 1.3981 0.16 -0.04 -0.82 0.242
H -2.3297 -0.1690 -1.3056 0.47 -0.51 0.04 0.129
```
Forces are in eV/Å.

The calculation puts the lowest unoccupied orbital energy at 0.93 eV. The value obtained for the molecular weight is 113.2 Da. For the energy, the calculation gives -9936.4512 eV. For the relative energy (zero: lowest compared OMol25 entry of this formula, charge and spin), the calculation gives 193.3 kJ/mol.


Below is C12H25NO5SSi in the gas phase in a non-equilibrium geometry, with properties calculated with the ωB97M-V functional and the def2-TZVPD basis.

XYZ file:
```
45
Properties=species:S:1:pos:R:3:forces:R:3:nbo_charge:R:1
C 4.7515 -0.2269 0.2791 0.89 -0.22 -0.04 -1.163
Si 2.9863 -0.9578 0.2620 -0.50 -1.71 -0.01 1.866
C 2.0736 -0.7985 1.9713 -0.64 0.99 -0.25 -1.146
C 3.1931 -2.8706 0.0064 -0.92 0.00 -0.21 -1.133
O 1.9713 -0.4214 -1.0321 1.32 0.96 1.27 -0.875
C 1.9982 1.0067 -1.2382 -0.16 1.09 -0.38 -0.084
C 1.1851 1.8765 -0.1824 -0.79 0.65 -0.81 -0.438
C -0.4233 1.8620 -0.4142 -0.21 0.43 0.88 -0.233
C -1.0140 2.6422 0.8851 2.03 0.36 -0.56 -0.122
O -2.1757 3.4708 0.5764 -0.50 -1.63 -0.34 -0.685
S -3.5111 2.4577 0.4790 -2.58 2.02 -0.31 1.699
O -4.6997 3.3271 0.1707 3.31 -1.89 0.29 -0.878
O -3.2370 1.5331 -0.8960 0.23 0.26 0.97 -0.705
C -2.6000 0.2583 -0.5948 0.32 -1.64 0.92 0.268
C -3.2175 -0.7998 -1.6220 -0.89 0.15 -1.28 -0.243
N -2.2506 -1.7885 -2.1679 0.31 -0.17 0.48 -0.850
C -2.9756 -0.3073 0.8894 -0.20 -1.27 -0.09 -0.555
C -2.6339 -1.8849 1.0109 2.87 0.45 2.13 0.404
O -1.7372 -2.2332 1.8260 -3.05 0.92 -2.73 -0.531
C -1.0093 0.3886 -0.6241 1.11 -0.11 -0.02 -0.478
H 5.0207 0.0208 1.3603 -0.26 0.03 -1.50 0.247
H 5.4850 -1.0583 -0.0377 -1.18 1.19 0.42 0.252
H 4.9344 0.6384 -0.4333 -0.19 -0.88 1.15 0.246
H 2.6222 -0.0168 2.5961 -0.71 -1.25 -0.42 0.235
H 1.9485 -1.8045 2.4852 0.37 1.38 -0.50 0.257
H 1.0175 -0.3689 1.8002 1.52 -0.77 0.30 0.235
H 3.8457 -3.1042 -0.8979 -0.76 0.11 1.32 0.239
H 3.5408 -3.3812 0.9683 -0.19 0.71 -1.42 0.240
H 2.1336 -3.2687 -0.1942 1.49 0.40 0.18 0.239
H 1.5528 1.2127 -2.2715 0.53 -0.32 1.35 0.195
H 3.0659 1.4265 -1.2719 -1.35 -0.75 0.08 0.178
H 1.4851 2.9763 -0.3621 -0.31 -1.63 0.27 0.221
H 1.4146 1.6695 0.9114 -0.13 -0.07 -1.40 0.214
H -0.6875 2.5346 -1.3079 0.44 -1.09 1.22 0.230
H -0.1846 3.3889 1.1717 -1.50 -0.95 -0.34 0.215
H -1.1472 1.9706 1.7939 -0.17 0.72 -1.17 0.192
H -3.6366 -0.2138 -2.5223 0.68 -0.71 1.43 0.222
H -4.1136 -1.3857 -1.2079 1.03 1.31 -0.02 0.177
H -1.5647 -2.1167 -1.4771 -0.40 0.31 -0.29 0.361
H -2.7099 -2.6376 -2.5271 0.10 0.80 0.26 0.370
H -2.3632 0.1820 1.7146 -0.97 -0.71 -1.10 0.240
H -4.0995 -0.2374 1.1075 1.51 0.17 -0.40 0.245
H -3.1330 -2.6827 0.3712 0.23 1.02 0.65 0.146
H -0.5199 -0.0169 -1.5820 -1.07 0.53 1.32 0.261
H -0.5816 -0.2608 0.2279 -0.67 0.87 -1.30 0.225
```
Forces are in eV/Å.

The calculation puts the lowest unoccupied orbital energy at 0.45 eV. The value obtained for the molecular weight is 323.5 Da. For the energy, the calculation gives -43287.7221 eV.


Below is 2 unconnected molecules or ions with the total composition C4H7NO2, with properties calculated with the ωB97M-V functional and the def2-TZVPD basis.

XYZ file:
```
14
Properties=species:S:1:pos:R:3:forces:R:3:nbo_charge:R:1
C -0.9287 1.2299 0.4285 0.03 -0.08 0.17 0.034
N -0.7139 0.5515 1.4805 -0.10 0.11 -0.34 -0.503
C -1.3653 -0.6854 1.6036 -0.15 -0.33 -0.16 0.519
O -1.4140 -1.5285 0.7388 0.01 0.34 0.40 -0.547
H -1.6511 0.9307 -0.3377 0.03 0.00 0.16 0.174
H -0.3700 2.1534 0.2717 -0.06 -0.15 0.04 0.187
H -1.7740 -0.8542 2.6125 -0.01 0.03 -0.06 0.123
C 0.6898 -0.7877 -1.4975 0.10 0.12 0.05 -0.531
C 1.4536 0.2242 -1.0921 -0.12 -0.04 -0.32 0.135
O 2.0294 0.3766 0.1287 -0.06 -0.17 0.10 -0.682
H 0.2579 -0.7791 -2.4916 0.14 0.05 0.10 0.213
H 0.4460 -1.6291 -0.8552 0.05 0.17 -0.07 0.217
H 1.6820 1.0765 -1.7268 0.02 -0.15 0.00 0.177
H 1.6583 -0.2789 0.7366 0.12 0.09 -0.06 0.481
```
Forces are in eV/Å.

The calculation puts the lowest unoccupied orbital energy at 0.20 eV. The value obtained for the molecular weight is 101.1 Da. For the energy, the calculation gives -9844.6209 eV. For the relative energy (zero: lowest compared OMol25 entry of this formula, charge and spin), the calculation gives 256.5 kJ/mol.


Below is 2 unconnected molecules or ions with the total composition CH2O2S2 in a non-equilibrium geometry, with properties calculated with the ωB97M-V functional and the def2-TZVPD basis.

XYZ file:
```
7
Properties=species:S:1:pos:R:3:forces:R:3:nbo_charge:R:1
C -0.3328 0.2730 0.3617 2.47 3.86 -2.20 -0.521
O -3.0661 0.8468 0.1369 -0.10 -0.22 0.23 -0.881
O -2.0546 -1.4378 0.1606 -1.23 -2.21 0.25 -0.952
S 0.7486 -0.9483 -0.1462 -1.71 0.51 1.44 0.172
S -2.0632 -0.0755 -0.3220 0.47 1.79 0.01 1.733
H 0.2092 1.9827 0.0226 -1.09 -3.96 0.78 0.198
H -0.4333 -1.7630 0.1710 1.19 0.22 -0.51 0.251
```
Forces are in eV/Å.

The calculation puts the lowest unoccupied orbital energy (spin up / spin down) at -2.31 / -2.34 eV. The value obtained for the molecular weight is 110.2 Da. For the energy, the calculation gives -26828.3607 eV. For the relative energy (zero: lowest compared OMol25 entry of this formula, charge and spin), the calculation gives 549.3 kJ/mol.


Below is C7H3N in the gas phase in a non-equilibrium geometry, with properties calculated with the ωB97M-V functional and the def2-TZVPD basis.

XYZ file:
```
11
Properties=species:S:1:pos:R:3:forces:R:3:nbo_charge:R:1
C -2.4070 0.3897 1.6105 -1.49 -0.95 1.41 -0.205
C -1.4386 0.2151 0.9358 2.21 -1.46 -2.26 -0.030
C -0.1728 0.0072 0.0985 -2.53 1.99 2.51 -0.060
C -0.0233 -0.8044 -1.0619 0.45 -4.06 -3.50 -0.062
C 0.1746 -1.6906 -1.9533 1.79 2.68 2.19 -0.143
C 0.7842 0.8536 0.5718 -0.35 -0.61 0.60 -0.272
C 1.8721 0.9689 -0.2733 7.71 -0.59 -6.44 0.235
N 2.7592 0.8802 -1.1342 -5.75 0.85 5.75 -0.280
H -3.2393 0.1615 2.3006 0.90 0.82 -0.90 0.256
H 0.9000 -2.3034 -2.6782 -2.52 1.61 1.89 0.290
H 0.7909 1.3221 1.5838 -0.42 -0.26 -1.24 0.272
```
Forces are in eV/Å.

The calculation puts the lowest unoccupied orbital energy at -1.10 eV. The value obtained for the molecular weight is 101.1 Da. For the energy, the calculation gives -8790.9966 eV. For the relative energy (zero: lowest compared OMol25 entry of this formula, charge and spin), the calculation gives 140.3 kJ/mol.


Below is 2 unconnected molecules or ions with the total composition C6H10NOSi in a non-equilibrium geometry, with properties calculated with the ωB97M-V functional and the def2-TZVPD basis.

XYZ file:
```
19
Properties=species:S:1:pos:R:3:forces:R:3:nbo_charge:R:1
C -2.9885 2.3267 -0.1103 0.48 0.16 2.03 -0.242
C -2.4739 2.0281 0.9695 -0.75 0.07 -1.83 -0.274
C 0.5789 0.8361 -0.3853 0.16 1.12 -0.66 -0.818
C -1.0752 -0.9856 -0.2271 1.03 3.49 -0.59 0.504
C -2.1740 -1.8119 0.1638 -1.38 -0.13 -1.34 -0.733
C 2.9569 -0.5899 1.3917 -1.64 2.24 0.06 -1.104
N -0.4396 0.0092 -0.3137 -1.65 -5.38 1.00 -0.195
O 2.7798 2.1288 -0.2824 0.21 -0.44 0.35 -1.037
Si 2.1875 0.7472 0.2972 -0.21 0.53 -0.35 1.893
H -3.5421 2.7812 -0.9620 0.88 -0.81 1.10 0.268
H -2.0039 1.6717 1.9077 -0.65 0.60 -1.26 0.250
H 0.2439 1.5978 -1.1032 1.18 0.40 0.47 0.289
H -1.8193 -2.7837 0.3739 0.45 -1.12 0.71 0.277
H -2.6977 -1.3468 0.9847 -0.24 -0.06 0.33 0.275
H -2.8868 -2.0122 -0.6893 0.75 0.65 0.70 0.298
H 2.0422 -0.6926 1.9720 -0.05 -0.08 1.00 0.257
H 2.8280 -1.4186 0.7835 0.61 -2.02 -1.33 0.265
H 3.8392 -0.5718 2.0287 -0.09 0.32 -0.43 0.304
H 3.6790 2.3632 -0.1035 0.92 0.47 0.05 0.522
```
Forces are in eV/Å.

The calculation puts the lowest unoccupied orbital energy at -3.90 eV. As for the charge: +1. The value obtained for the molecular weight is 140.2 Da. For the energy, the calculation gives -17788.7806 eV.